DFT (the ωB97M-V functional and the def2-TZVPD basis) results for C8H16N2O3 in the gas phase.

- LUMO: 0.6 eV
- Energy relative to the best compared isomer or geometry (same formula, charge and spin): 179.9 kJ/mol
- HOMO-LUMO gap: 0.3785 Eh
- Net charge: 0
- Energy: -17677.8874 eV
- Multiplicity: 1
- SMILES: CC(C)[C@H](NC(=O)[C@H](C)N)C(=O)O

Atoms and positions in Å:
O (-1.098, -0.433, -2.921)
O (-1.627, 1.674, -2.263)
O (2.602, 1.574, 0.637)
N (0.693, 1.010, -0.448)
N (3.718, -1.018, 0.133)
C (-2.633, -0.817, 0.087)
C (1.657, -1.295, 1.536)
C (-0.396, 0.089, -0.673)
C (2.168, -0.791, 0.170)
C (1.904, 0.718, 0.134)
C (-1.496, 0.055, 0.453)
C (-1.101, 0.614, -2.011)
C (-1.977, 1.534, 0.756)
H (-2.556, 2.019, -0.082)
H (-2.361, -1.875, -0.007)
H (2.061, -0.580, 2.376)
H (-1.040, -0.239, 1.422)
H (0.097, -0.841, -0.963)
H (-1.598, -0.082, -3.647)
H (4.108, -0.258, -0.451)
H (2.085, -2.231, 1.629)
H (0.609, -1.484, 1.484)
H (0.554, 2.041, -0.375)
H (-2.763, 1.591, 1.535)
H (-1.192, 2.308, 0.990)
H (-3.309, -0.777, 1.000)
H (1.805, -1.274, -0.685)
H (-3.142, -0.562, -0.813)
H (4.229, -0.669, 0.997)

Charges in e, computed with Löwdin, in the same order as the atoms: O 0.095; O 0.110; O 0.066; N 0.101; N 0.018; C -0.078; C -0.030; C -0.191; C -0.309; C -0.476; C -0.358; C -0.413; C -0.066; H 0.082; H 0.090; H 0.142; H 0.127; H 0.129; H 0.102; H 0.061; H 0.045; H 0.047; H 0.166; H 0.077; H 0.087; H 0.112; H 0.102; H 0.074; H 0.087

***

DFT (the ωB97M-V functional and the def2-TZVPD basis) results for C8H16N2O3 in the gas phase.

- LUMO: 0.5 eV
- Energy relative to the best compared isomer or geometry (same formula, charge and spin): 285.8 kJ/mol
- HOMO-LUMO gap: 0.3627 Eh
- Net charge: 0
- Energy: -17676.7892 eV
- Multiplicity: 1
- SMILES: CC(C)[C@H](NC(=O)[C@H](C)N)C(=O)O

Atoms and positions in Å:
O (2.774, -1.445, 1.665)
O (2.710, 0.236, 0.178)
O (0.807, 1.793, -0.167)
N (-0.959, 3.666, 0.806)
N (-0.017, 0.110, 0.925)
C (-1.065, 2.342, 1.329)
C (1.601, -2.692, -1.524)
C (0.654, -1.497, -1.094)
C (0.761, -1.030, 0.404)
C (0.064, 1.362, 0.671)
C (-2.410, 1.725, 0.896)
C (-0.784, -1.900, -1.525)
C (2.181, -0.734, 0.811)
H (0.936, -3.474, -1.546)
H (-2.830, 0.979, 1.730)
H (1.891, 0.516, -0.479)
H (-0.800, -2.368, -2.520)
H (-3.318, 2.423, 1.001)
H (0.384, -1.827, 1.033)
H (-1.059, 2.354, 2.391)
H (-0.665, -0.089, 1.591)
H (0.000, 4.158, 0.839)
H (1.813, -2.628, -2.554)
H (1.066, -0.574, -1.629)
H (-1.400, 3.851, -0.081)
H (2.524, -2.878, -0.950)
H (-2.394, 1.382, -0.144)
H (-1.491, -1.144, -1.266)
H (-0.974, -2.616, -0.791)

Charges in e, computed with Löwdin, in the same order as the atoms: O 0.051; O 0.131; O 0.072; N 0.016; N 0.148; C -0.352; C -0.024; C -0.306; C -0.171; C -0.457; C -0.084; C -0.045; C -0.547; H 0.033; H 0.117; H 0.146; H 0.098; H 0.095; H 0.157; H 0.118; H 0.108; H 0.127; H 0.066; H 0.138; H 0.071; H 0.100; H 0.074; H 0.061; H 0.056

***

DFT (the ωB97M-V functional and the def2-TZVPD basis) results for C8H16N2O3S2 in the gas phase.

- LUMO: 0.5 eV
- Energy relative to the best compared isomer or geometry (same formula, charge and spin): 337.1 kJ/mol
- HOMO-LUMO gap: 0.3338 Eh
- Net charge: 0
- Energy: -39346.0830 eV
- Multiplicity: 1
- SMILES: CSCC[C@H](N)C(=O)N[C@@H](CS)C(=O)O

Atoms and positions in Å:
S (3.295, -1.018, -0.309)
S (-0.247, 1.495, -3.026)
O (2.981, -2.263, 2.286)
O (-1.520, -1.212, 2.132)
O (0.945, -1.773, 3.307)
N (0.243, -1.032, 0.626)
N (-1.260, 1.909, 1.858)
C (1.767, -2.061, 2.272)
C (2.104, -2.426, -0.243)
C (-1.430, 0.805, 0.867)
C (-1.088, 0.556, -1.794)
C (-1.333, 2.944, -3.462)
C (0.986, -2.208, 0.868)
C (-0.854, 1.361, -0.497)
C (-0.889, -0.532, 1.276)
H (1.623, -2.425, -1.284)
H (-2.238, 0.682, -1.848)
H (-0.613, 3.583, -4.252)
H (-1.246, 2.383, -0.796)
H (0.001, -1.802, 3.044)
H (-2.210, 1.720, 2.537)
H (0.287, 1.532, -0.441)
H (-0.231, 1.706, 2.363)
H (0.403, -3.097, 0.771)
H (3.918, -1.438, 0.815)
H (-1.463, 3.481, -2.393)
H (0.918, -0.234, 0.445)
H (-2.458, 0.524, 0.800)
H (-2.384, 2.608, -4.031)
H (-0.814, -0.537, -1.944)
H (2.806, -3.232, 0.053)

Charges in e, computed with Löwdin, in the same order as the atoms: S 0.714; S 0.739; O 0.019; O 0.021; O 0.119; N 0.075; N 0.002; C -0.405; C -0.441; C -0.360; C -0.570; C -0.431; C -0.277; C -0.272; C -0.387; H 0.097; H 0.110; H 0.084; H 0.089; H 0.079; H 0.164; H 0.110; H 0.155; H 0.145; H -0.124; H 0.047; H 0.118; H 0.132; H 0.086; H 0.084; H 0.077

***

DFT (the ωB97M-V functional and the def2-TZVPD basis) results for C8H16N2O4 in the gas phase.

- LUMO: 0.3 eV
- Energy relative to the best compared isomer or geometry (same formula, charge and spin): 210.0 kJ/mol
- HOMO-LUMO gap: 0.3764 Eh
- Net charge: 0
- Energy: -19724.6024 eV
- Multiplicity: 1
- SMILES: CC(C)[C@H](N)C(=O)N[C@@H](CO)C(=O)O

Atoms and positions in Å:
O (2.999, 2.295, 0.360)
O (4.080, 0.746, -0.894)
O (-0.067, -1.593, 0.680)
O (2.466, -2.763, 0.388)
N (0.920, 0.031, -0.511)
N (-2.143, -1.636, -1.236)
C (-1.491, -0.365, -0.872)
C (-0.156, -0.743, -0.196)
C (2.184, -0.113, 0.279)
C (2.966, -1.467, 0.213)
C (-2.651, 0.193, 1.319)
C (-1.927, 2.109, -0.136)
C (-2.433, 0.577, -0.092)
C (3.179, 0.969, -0.180)
H (3.623, -1.321, 1.038)
H (-3.346, 0.539, -0.776)
H (-1.660, 2.409, 0.832)
H (-3.260, 0.951, 1.922)
H (-1.664, -0.062, 1.750)
H (0.898, 0.650, -1.378)
H (-2.515, 2.880, -0.572)
H (-1.643, -2.059, -2.018)
H (-1.191, 0.197, -1.688)
H (1.940, 0.221, 1.291)
H (2.114, 2.190, 0.753)
H (-3.220, -0.702, 1.202)
H (3.485, -1.338, -0.674)
H (1.508, -2.644, 0.398)
H (-1.940, -2.286, -0.401)
H (-1.056, 2.135, -0.803)

Charges in e, computed with Löwdin, in the same order as the atoms: O 0.072; O 0.167; O 0.049; O -0.023; N 0.126; N 0.057; C -0.314; C -0.428; C -0.168; C -0.192; C -0.085; C -0.036; C -0.358; C -0.432; H 0.124; H 0.155; H 0.046; H 0.115; H 0.088; H 0.184; H 0.058; H 0.078; H 0.102; H 0.150; H 0.089; H 0.068; H 0.092; H 0.051; H 0.112; H 0.055

***

DFT (the ωB97M-V functional and the def2-TZVPD basis) results for 2 unconnected molecules or ions with the total composition C8H16N3.

- LUMO (spin up / spin down): -4.2 / -4.2 eV
- Energy relative to the best compared isomer or geometry (same formula, charge and spin): 436.3 kJ/mol
- HOMO-LUMO gap (spin up / spin down): 0.2857 / 0.2657 Eh
- Net charge: +1
- Energy: -13014.9054 eV
- Multiplicity: 1

Atoms and positions in Å:
N (-1.143, 1.093, 0.133)
N (-0.890, -1.179, -0.438)
N (-2.962, -0.344, -0.366)
C (-0.286, 0.065, -0.019)
C (-2.153, -1.322, -0.554)
C (0.465, 1.517, -2.407)
C (0.650, -0.908, 1.975)
C (2.055, -0.902, -0.118)
C (1.002, -0.081, 0.708)
C (1.405, 1.331, 1.000)
C (-2.427, 0.911, -0.007)
H (1.673, -1.955, -0.117)
H (1.358, -0.923, 2.854)
H (-0.342, -0.463, 2.481)
H (-0.420, -1.957, -0.877)
H (-3.953, -0.599, -0.370)
H (2.070, -0.430, -1.074)
H (-0.386, 2.047, -2.322)
H (2.395, 1.419, 1.614)
H (0.564, 1.829, 1.572)
H (3.097, -1.021, 0.327)
H (1.430, 1.889, -2.328)
H (-2.684, -2.339, -0.800)
H (0.444, -1.892, 1.687)
H (-2.989, 1.839, 0.188)
H (1.518, 1.826, 0.074)
H (0.509, 0.549, -2.816)

Charges in e, computed with Löwdin, in the same order as the atoms: N 0.142; N 0.185; N 0.133; C -0.258; C -0.096; C 0.138; C -0.037; C -0.013; C -0.569; C -0.055; C -0.078; H 0.080; H 0.114; H 0.135; H 0.171; H 0.184; H 0.056; H -0.032; H 0.138; H 0.104; H 0.124; H -0.008; H 0.218; H 0.039; H 0.148; H 0.047; H -0.009

***

DFT (the ωB97M-V functional and the def2-TZVPD basis) results for a gas-phase ion, C8H16N3 (charge +1).

- LUMO (spin up / spin down): -4.1 / -4.1 eV
- Energy relative to the best compared isomer or geometry (same formula, charge and spin): 301.6 kJ/mol
- HOMO-LUMO gap (spin up / spin down): 0.2778 / 0.2778 Eh
- Net charge: +1
- Energy: -13016.3018 eV
- Multiplicity: 1
- SMILES: [H]/N=C(\C)CN(C)/C=C(/C)[NH+]=C

Atoms and positions in Å:
N (0.057, -1.273, -2.222)
N (0.564, 0.619, 0.452)
N (-1.535, -1.154, 1.466)
C (1.130, -0.478, -1.814)
C (-2.288, 1.061, 2.433)
C (1.249, 1.039, 1.695)
C (-0.940, -1.724, -1.568)
C (2.319, -0.657, -2.779)
C (-0.812, 0.918, 0.414)
C (-1.623, 0.121, 1.496)
C (1.297, 0.169, -0.578)
H (-1.398, 0.682, -0.485)
H (-2.740, 0.446, 3.187)
H (3.239, -0.895, -2.261)
H (1.997, 1.721, 1.494)
H (-1.313, 1.604, 2.753)
H (0.657, 1.653, 2.461)
H (2.601, 0.389, -3.170)
H (-1.925, -1.607, 2.376)
H (0.082, -1.540, -3.165)
H (-2.929, 1.776, 1.782)
H (-1.634, -2.481, -2.023)
H (-1.004, 1.988, 0.443)
H (-1.094, -1.495, -0.523)
H (1.591, 0.113, 2.081)
H (2.146, -1.379, -3.546)
H (2.306, 0.383, -0.399)

Charges in e, computed with Löwdin, in the same order as the atoms: N 0.050; N -0.137; N 0.119; C -0.221; C -0.020; C 0.015; C 0.136; C -0.030; C -0.163; C -0.433; C 0.001; H 0.129; H 0.075; H 0.077; H 0.070; H 0.101; H 0.122; H 0.114; H 0.119; H 0.143; H 0.135; H 0.137; H 0.132; H 0.044; H 0.096; H 0.067; H 0.122

***

DFT (the ωB97M-V functional and the def2-TZVPD basis) results for 2 unconnected molecules or ions with the total composition C8H16N4.

- LUMO: -7.0 eV
- Energy relative to the best compared isomer or geometry (same formula, charge and spin): 47.3 kJ/mol
- HOMO-LUMO gap: 0.3159 Eh
- Net charge: +2
- Energy: -14498.1559 eV
- Multiplicity: 1

Atoms and positions in Å:
N (-0.606, -0.541, -1.083)
N (0.194, 0.528, -0.901)
N (1.647, 2.747, -0.132)
N (-0.846, -2.614, 1.051)
C (1.379, 0.839, -1.660)
C (-1.564, -0.550, -0.150)
C (-1.395, 0.589, 0.640)
C (1.627, 2.342, -1.564)
C (-1.581, -3.788, 0.676)
C (-0.280, 1.237, 0.143)
C (-0.173, -2.600, 2.110)
C (0.316, 2.559, 0.507)
H (-0.073, -3.460, 2.773)
H (-2.374, -1.251, -0.165)
H (1.241, 0.557, -2.708)
H (-1.281, -4.674, 1.241)
H (0.343, -1.695, 2.395)
H (0.396, 2.653, 1.594)
H (1.921, 3.737, -0.047)
H (-0.358, 3.352, 0.159)
H (-2.016, 0.893, 1.457)
H (-1.450, -3.970, -0.390)
H (2.363, 2.199, 0.369)
H (-0.430, -1.241, -1.796)
H (2.577, 2.592, -2.041)
H (0.830, 2.895, -2.070)
H (2.236, 0.272, -1.273)
H (-2.642, -3.607, 0.863)

Charges in e, computed with Löwdin, in the same order as the atoms: N 0.150; N -0.039; N 0.084; N -0.133; C -0.053; C -0.012; C 0.062; C -0.064; C -0.113; C -0.155; C -0.010; C -0.010; H 0.095; H 0.140; H 0.159; H 0.091; H 0.065; H 0.165; H 0.209; H 0.168; H 0.139; H 0.082; H 0.207; H 0.207; H 0.159; H 0.160; H 0.153; H 0.094

***

DFT (the ωB97M-V functional and the def2-TZVPD basis) results for a gas-phase ion, C8H16N4 (charge +2).

- LUMO (spin up / spin down): -9.0 / -9.0 eV
- Energy relative to the best compared isomer or geometry (same formula, charge and spin): 245.7 kJ/mol
- HOMO-LUMO gap (spin up / spin down): 0.2260 / 0.2260 Eh
- Net charge: +2
- Energy: -14496.0995 eV
- Multiplicity: 1
- SMILES: CN=C=CC/[NH+]=C\N(C)C(C)=[NH2+]

Atoms and positions in Å:
N (-3.079, 0.540, -0.150)
N (2.046, -1.091, -1.120)
N (0.303, -1.732, 1.203)
N (1.492, 0.267, 0.787)
C (-0.651, -2.071, 0.059)
C (1.591, 1.597, 1.344)
C (1.961, 0.117, -0.583)
C (1.007, -0.670, 1.587)
C (2.249, 1.324, -1.380)
C (-1.037, -0.809, -0.719)
C (-4.477, 0.820, -0.129)
C (-2.146, -0.168, -0.394)
H (1.399, 1.567, 2.518)
H (-0.412, -0.480, -1.508)
H (-4.954, -0.197, -0.106)
H (2.471, -1.090, -2.036)
H (0.885, -0.522, 2.638)
H (-4.812, 1.565, 0.477)
H (0.954, 2.415, 0.907)
H (2.941, 2.058, -0.860)
H (2.563, 2.062, 1.210)
H (-0.161, -2.193, 1.987)
H (-1.470, -2.587, 0.390)
H (-0.053, -2.856, -0.544)
H (1.375, 1.852, -1.524)
H (2.114, -1.941, -0.496)
H (-4.719, 1.186, -1.158)
H (2.621, 1.038, -2.399)

Charges in e, computed with Löwdin, in the same order as the atoms: N 0.099; N 0.264; N 0.114; N -0.021; C -0.107; C -0.016; C -0.194; C -0.033; C 0.047; C -0.115; C -0.028; C -0.073; H 0.166; H 0.070; H 0.129; H 0.158; H 0.167; H 0.055; H 0.135; H 0.147; H 0.095; H 0.167; H 0.098; H 0.148; H 0.088; H 0.180; H 0.122; H 0.138

***

- The highest energy relative to the best compared isomer or geometry (same formula, charge and spin) belongs to which entry?
  number 5

***

- The lowest energy belongs to which entry?
  C8H16N2O3S2

***

- Among the records above, which one has the lowest energy?
  C8H16N2O3S2